Record 1
Computed, not measured: a structure of composition C21H29IrN4 at a distorted geometry, with wB97M-V/def2-TZVPD.

Cartesian coordinates (Å):
Ir1 -0.095662 -0.160432 0.534156
C1 1.079617 -0.772028 -2.253739
N1 1.435213 -0.084224 -0.982931
C2 2.560551 -0.819405 -0.320605
C3 1.819361 1.309217 -1.131471
C4 2.587605 1.777249 -2.181175
C5 3.037264 3.089520 -2.154505
C6 2.753604 3.901170 -1.060451
C7 1.959030 3.442544 -0.025983
C8 1.436388 2.148608 -0.085124
N2 0.528228 1.583476 0.831517
C9 -0.230227 2.273703 1.799445
C10 -0.520797 3.640472 1.780659
C11 -1.349753 4.175104 2.749214
C12 -1.922467 3.360051 3.720196
C13 -1.690520 1.991378 3.711762
C14 -0.854720 1.456935 2.749597
N3 -0.544284 0.042111 2.637992
C15 0.718318 -0.277949 3.366068
C16 -1.624486 -0.860960 3.110555
H1 1.966871 -0.958695 -2.860729
H2 0.621295 -1.730258 -2.018154
H3 0.377563 -0.155404 -2.808688
H4 3.410834 -0.860196 -1.004060
H5 2.863960 -0.294471 0.583970
H6 2.247522 -1.834979 -0.082568
H7 2.859856 1.129325 -3.002839
H8 3.637954 3.466254 -2.970275
H9 3.155420 4.903493 -1.013795
H10 1.781729 4.070647 0.832280
H11 -0.159760 4.267697 0.981568
H12 -1.571090 5.233048 2.731833
H13 -2.570674 3.786577 4.473110
H14 -2.164896 1.360853 4.450507
H15 0.537245 -0.195012 4.439300
H16 1.025936 -1.295775 3.132369
H17 1.498612 0.423055 3.081760
H18 -1.712899 -0.837793 4.197477
H19 -2.567581 -0.564652 2.659592
H20 -1.378376 -1.878909 2.813151
C17 -4.809893 -0.835556 -2.001640
C18 -4.574813 -0.258689 -0.599803
C19 -5.035183 1.208934 -0.523708
C20 -5.282095 -1.103099 0.473286
C21 -3.134926 -0.277278 -0.302377
N4 -2.009838 -0.292024 -0.070511
H21 -5.868678 -0.730743 -2.236159
H22 -4.550766 -1.892926 -2.047048
H23 -4.238283 -0.297207 -2.757236
H24 -6.120474 1.229488 -0.615349
H25 -4.609804 1.797783 -1.336106
H26 -4.762984 1.667338 0.427829
H27 -6.352327 -1.084600 0.270788
H28 -5.118923 -0.697044 1.472464
H29 -4.947485 -2.140150 0.449280

Forces on the atoms, in the same order (eV/Å):
Ir 1.1 0.6 0.9
C 0.1 0.1 -0.1
N -1.0 -0.5 -0.4
C 0.1 0.0 -0.1
C 0.0 -0.1 -0.2
C 0.0 -0.1 0.1
C 0.0 0.1 0.1
C 0.0 -0.1 0.0
C 0.1 0.0 0.1
C -0.3 0.2 -0.1
N 0.7 0.2 0.3
C 0.0 0.3 -0.2
C 0.0 -0.1 -0.1
C -0.1 0.0 0.1
C 0.0 0.1 -0.1
C 0.1 -0.1 -0.1
C 0.1 0.0 0.2
N -0.8 -0.5 -0.6
C 0.0 0.0 0.1
C 0.0 0.1 0.1
H 0.0 0.0 0.0
H 0.0 0.0 0.0
H 0.0 0.0 0.0
H 0.0 0.0 0.0
H 0.0 0.0 0.0
H 0.0 0.0 0.0
H 0.0 0.0 0.0
H 0.0 0.0 0.0
H 0.0 0.0 0.0
H 0.0 0.0 0.0
H 0.0 0.0 0.1
H 0.0 0.0 0.0
H 0.0 0.0 0.0
H 0.0 0.0 0.0
H 0.0 0.0 0.0
H 0.0 0.0 0.0
H 0.0 0.0 0.0
H 0.0 0.0 0.0
H 0.0 0.0 0.0
H 0.0 0.0 0.0
C 0.1 0.0 0.0
C -0.1 0.1 0.1
C 0.0 0.0 0.0
C 0.0 0.0 0.0
C 0.1 -0.1 -0.2
N -0.2 -0.5 -0.2
H 0.0 0.0 0.0
H 0.0 0.0 0.0
H 0.0 0.0 0.0
H 0.0 0.0 0.0
H 0.0 0.0 0.0
H 0.0 0.0 0.0
H 0.0 0.0 0.0
H 0.0 0.0 0.0
H 0.0 0.0 0.0

Values from the calculation:
Strongest force on any atom in eV Å⁻¹: 1.5
Energy in Ha: -1140.3702
HOMO (spin up / spin down) in eV: -14.3424 / -14.6983
LUMO energy (spin up / spin down) in eV: -7.38 / -8.24
ΔE to the lowest compared entry with this formula, charge and spin in kcal/mol: 25.6
Net charge: +2

Record 2
Computed, not measured: a cluster of 2 separate species, C2H9NO2 in total at a distorted geometry, with wB97M-V/def2-TZVPD.

Cartesian coordinates (Å):
C1 -2.231906 2.076056 -0.837444
N1 -1.554029 0.784996 -0.859072
C2 -0.506514 0.557541 0.062783
O1 -1.134228 -0.443746 1.022080
H1 -2.254532 2.464394 0.197341
H2 -1.688618 2.864497 -1.374824
H3 -3.190587 1.915703 -1.329258
H4 -2.168930 -0.011613 -0.877969
H5 -0.160542 1.510869 0.472053
H6 0.288786 -0.082871 -0.330966
H7 -0.628026 -0.318673 1.834084
O2 4.929468 -4.015411 0.366605
H8 5.826648 -3.905220 0.695241
H9 4.473010 -3.396523 0.959347

Forces on the atoms, in the same order (eV/Å):
C 0.7 -0.2 0.4
N 0.6 0.7 -1.0
C -1.5 -2.3 0.1
O 1.2 1.9 0.3
H -0.8 -0.1 -0.2
H 0.0 -0.4 -0.3
H -0.2 0.5 0.4
H -0.1 0.1 0.0
H 0.0 -0.3 0.4
H 0.3 0.7 -0.3
H -0.2 -0.4 0.2
O 0.0 0.6 0.6
H 0.3 -0.3 -0.3
H -0.3 -0.3 -0.4

Values from the calculation:
Structure (SMILES): CNCO.O
Strongest force on any atom in eV Å⁻¹: 2.8
Energy in Ha: -286.7871
HOMO in eV: -8.7558
LUMO energy in eV: 0.76
ΔE to the lowest compared entry with this formula, charge and spin in kcal/mol: 19.6